1.
{"formula": "C40H82B2BrO15", "method": "ωB97M-V/def2-TZVPD", "charge": -1, "species": ["C", "C", "B", "O", "B", "O", "C", "C", "Br", "O", "H", "H", "H", "H", "H", "H", "H", "H", "H", "H", "C", "C", "O", "C", "H", "H", "H", "H", "H", "H", "C", "C", "O", "C", "H", "H", "H", "H", "H", "H", "C", "C", "O", "C", "H", "H", "H", "H", "H", "H", "C", "C", "O", "C", "H", "H", "H", "H", "H", "H", "C", "C", "O", "C", "H", "H", "H", "H", "H", "H", "C", "C", "O", "C", "H", "H", "H", "H", "H", "H", "C", "C", "O", "C", "H", "H", "H", "H", "H", "H", "C", "C", "O", "C", "H", "H", "H", "H", "H", "H", "C", "C", "O", "C", "H", "H", "H", "H", "H", "H", "C", "C", "O", "C", "H", "H", "H", "H", "H", "H", "C", "C", "O", "C", "H", "H", "H", "H", "H", "H", "C", "C", "O", "C", "H", "H", "H", "H", "H", "H"], "positions_angstrom": [[-1.006126, 4.255557, -1.862330], [0.400502, 3.775038, -2.329801], [0.534253, 2.308699, -1.747438], [0.226626, 1.282482, -2.637293], [1.003304, 1.975377, -0.106704], [0.011088, 1.185103, 0.761624], [0.626975, -0.017928, 1.100450], [2.116702, 0.244483, 0.960185], [2.796067, 1.237248, 2.593376], [2.193144, 1.011405, -0.153523], [-0.925334, 5.145179, -1.238697], [-1.647901, 4.470506, -2.714200], [-1.501150, 3.486955, -1.257944], [0.487285, 3.823313, -3.418735], [1.170631, 4.398053, -1.871374], [0.072914, 0.481481, -2.120104], [1.278710, 3.026692, 0.482322], [0.421417, -0.796436, 0.340606], [0.304288, -0.379428, 2.082453], [2.789940, -0.606307, 0.906911], [6.244553, -1.832874, -0.085708], [5.390652, -2.508289, 0.958627], [4.191201, -2.600804, 0.837677], [6.100881, -3.063545, 2.170926], [5.628432, -1.464624, -0.901753], [6.779276, -0.993032, 0.361800], [6.985361, -2.535354, -0.474526], [6.639886, -2.270360, 2.690992], [6.823114, -3.823896, 1.863655], [5.375274, -3.494436, 2.854747], [-1.048363, 4.091102, 6.081035], [-0.225347, 4.025842, 4.807482], [0.231644, 5.038188, 4.324547], [-0.045240, 2.666707, 4.196605], [-1.120096, 5.125100, 6.413654], [-2.049249, 3.699279, 5.888035], [-0.595105, 3.479857, 6.863697], [-1.024767, 2.244319, 3.972258], [0.459675, 2.007675, 4.906547], [0.534467, 2.717510, 3.277091], [3.740886, -3.882186, 7.312436], [4.507949, -4.100667, 6.035376], [5.041147, -3.188864, 5.447974], [4.552587, -5.516294, 5.505628], [3.776873, -2.828321, 7.578927], [2.699743, -4.175464, 7.174148], [4.170146, -4.478801, 8.120605], [3.537977, -5.874482, 5.323103], [5.015218, -6.176852, 6.241543], [5.121747, -5.546229, 4.579277], [2.934138, -0.486012, -3.329907], [4.280189, -1.155475, -3.313441], [5.307748, -0.527335, -3.162633], [4.320982, -2.657139, -3.496053], [3.047854, 0.583529, -3.174787], [2.438466, -0.669707, -4.283858], [2.305326, -0.890426, -2.537598], [3.877749, -2.928690, -4.454627], [3.742243, -3.146362, -2.712261], [5.356816, -2.991281, -3.459708], [1.215385, -1.641933, 5.111715], [0.353366, -2.140919, 6.237503], [0.575896, -3.181746, 6.821262], [-0.821381, -1.268035, 6.607774], [2.037173, -2.327437, 4.916327], [0.620173, -1.523017, 4.204595], [1.623196, -0.660142, 5.359059], [-1.472783, -1.131844, 5.743215], [-0.471404, -0.276828, 6.900726], [-1.376052, -1.721661, 7.427025], [-0.712829, -4.358907, -4.433423], [0.475691, -3.451048, -4.628592], [1.192200, -3.134983, -3.708463], [0.725899, -2.951755, -6.033154], [-0.785628, -4.643305, -3.386927], [-1.628580, -3.847098, -4.735056], [-0.616066, -5.256752, -5.043284], [-0.139185, -2.388785, -6.387707], [0.877861, -3.795955, -6.708568], [1.603253, -2.309372, -6.049547], [-6.166911, 5.634775, -3.816149], [-4.809958, 4.963124, -3.798888], [-3.788215, 5.603668, -3.741481], [-4.805222, 3.456610, -3.852748], [-6.043087, 6.714521, -3.772257], [-6.705873, 5.361831, -4.725275], [-6.759724, 5.297961, -2.963893], [-5.291650, 3.108039, -4.762349], [-5.358554, 3.048975, -3.006354], [-3.777137, 3.101465, -3.821066], [-2.975038, -7.322441, -1.982753], [-2.366537, -7.891864, -3.241440], [-2.136177, -7.198275, -4.203326], [-2.053034, -9.369234, -3.233902], [-3.150725, -6.256962, -2.108283], [-3.918027, -7.825758, -1.761366], [-2.303724, -7.482486, -1.137343], [-2.964092, -9.943798, -3.057241], [-1.352031, -9.598007, -2.429406], [-1.618980, -9.657531, -4.188055], [-0.764468, 9.003314, 4.683528], [-1.804511, 7.928575, 4.884453], [-2.158536, 7.586160, 5.990006], [-2.359330, 7.291808, 3.637015], [-0.432445, 9.378208, 5.648896], [0.085602, 8.589183, 4.139099], [-1.179267, 9.822624, 4.092939], [-1.548963, 6.832196, 3.068285], [-2.837317, 8.044783, 3.006690], [-3.084137, 6.528037, 3.908768], [6.411239, 1.415357, -5.492717], [6.685823, 1.024336, -6.919686], [5.852949, 0.507135, -7.627964], [8.080578, 1.308887, -7.436509], [5.390055, 1.169641, -5.217615], [7.087055, 0.884141, -4.821040], [6.576179, 2.486935, -5.362433], [8.817645, 0.783120, -6.827015], [8.292566, 2.377418, -7.368745], [8.163710, 0.984908, -8.471463], [-4.924183, 1.004441, 3.638726], [-4.073801, 0.792613, 4.868044], [-2.873471, 0.914077, 4.830828], [-4.795047, 0.424211, 6.144597], [-4.287300, 1.261668, 2.795663], [-5.484743, 0.095730, 3.410684], [-5.642888, 1.807181, 3.814738], [-5.351134, -0.504901, 6.005923], [-5.508972, 1.206248, 6.409336], [-4.074716, 0.301604, 6.950166], [-7.103011, -0.811169, -5.551908], [-7.675557, 0.245635, -4.638193], [-7.131277, 1.312679, -4.484463], [-8.959287, -0.101240, -3.921598], [-6.183721, -0.446822, -6.003337], [-6.894950, -1.721157, -4.986455], [-7.822532, -1.059912, -6.334221], [-8.813553, -0.987766, -3.302006], [-9.743772, -0.324835, -4.646865], [-9.267363, 0.733077, -3.296370]], "forces_ev_per_a": [[0.310, -0.156, -0.057], [0.013, -0.229, 0.145], [0.085, -0.117, 0.060], [-0.490, -0.054, 0.063], [-0.329, 0.196, 0.014], [0.103, -0.088, -0.183], [-0.076, 0.098, 0.007], [-0.086, 0.044, -1.187], [0.303, -0.031, 0.416], [0.195, 0.131, 0.610], [-0.124, 0.049, -0.031], [-0.069, 0.086, 0.047], [-0.055, 0.068, 0.032], [0.006, 0.069, -0.006], [-0.003, 0.101, -0.138], [0.316, 0.027, -0.134], [0.124, -0.121, 0.050], [-0.085, -0.193, 0.158], [0.055, 0.042, 0.012], [-0.113, -0.095, 0.137], [-0.145, 0.019, -0.018], [0.049, 0.067, 0.027], [-0.021, -0.105, -0.059], [-0.146, -0.035, -0.017], [0.046, 0.004, 0.037], [0.043, -0.025, 0.013], [0.042, 0.016, 0.034], [0.044, -0.005, -0.029], [0.051, 0.048, -0.002], [0.023, 0.012, 0.030], [0.031, 0.195, -0.050], [-0.094, -0.072, 0.120], [-0.016, 0.116, -0.037], [0.070, 0.265, -0.267], [-0.031, -0.025, 0.023], [0.018, -0.074, 0.030], [-0.012, -0.071, -0.035], [-0.013, -0.117, 0.088], [-0.062, -0.057, 0.007], [-0.024, 0.037, 0.058], [0.091, 0.087, 0.017], [-0.098, 0.044, 0.000], [0.073, -0.058, 0.004], [0.076, 0.048, -0.067], [-0.001, -0.007, 0.009], [-0.020, -0.022, 0.035], [-0.034, -0.056, -0.024], [-0.006, -0.016, 0.045], [-0.049, -0.021, 0.019], [-0.003, 0.001, 0.006], [0.246, 0.176, 0.027], [-0.097, -0.023, -0.035], [0.073, -0.005, -0.038], [0.173, 0.088, 0.067], [-0.005, -0.018, 0.039], [-0.073, -0.077, 0.038], [-0.035, -0.043, -0.031], [-0.083, -0.014, 0.032], [-0.084, 0.010, -0.035], [-0.006, 0.001, -0.003], [0.112, -0.143, 0.062], [-0.044, 0.078, -0.053], [-0.037, -0.019, -0.016], [0.009, -0.139, 0.069], [-0.004, 0.002, 0.007], [0.002, 0.092, 0.011], [-0.035, 0.048, -0.095], [0.029, 0.090, -0.002], [-0.022, 0.035, -0.061], [0.008, 0.004, -0.002], [0.091, 0.078, 0.099], [-0.047, 0.038, 0.021], [-0.034, -0.100, -0.047], [0.085, 0.036, 0.057], [-0.007, -0.006, -0.004], [-0.007, -0.034, -0.054], [-0.050, 0.003, -0.044], [-0.019, -0.034, -0.024], [-0.054, 0.000, -0.018], [-0.005, -0.002, 0.003], [0.078, 0.093, 0.005], [0.000, -0.114, 0.044], [-0.075, 0.136, -0.077], [0.278, 0.122, 0.028], [0.001, -0.008, 0.000], [-0.029, -0.043, 0.026], [-0.025, -0.039, -0.029], [-0.098, -0.046, 0.022], [-0.079, -0.032, -0.045], [-0.018, -0.013, 0.013], [0.001, 0.083, -0.069], [0.022, 0.023, 0.057], [-0.050, -0.070, -0.038], [0.032, 0.030, -0.103], [0.004, -0.006, 0.001], [0.022, -0.035, 0.038], [-0.023, -0.039, 0.016], [0.010, -0.007, 0.053], [-0.037, -0.013, 0.033], [-0.002, 0.002, 0.005], [0.006, 0.000, 0.115], [0.081, -0.139, -0.024], [-0.049, 0.079, 0.009], [-0.047, -0.076, 0.059], [-0.004, 0.000, -0.006], [-0.019, -0.002, -0.040], [0.023, -0.022, -0.051], [0.012, 0.024, -0.003], [0.051, 0.009, -0.027], [-0.004, 0.003, -0.007], [-0.147, -0.032, -0.089], [0.041, 0.013, 0.034], [0.004, -0.002, -0.004], [-0.044, -0.045, -0.089], [0.011, -0.003, 0.008], [0.009, 0.036, 0.029], [0.063, -0.008, 0.022], [0.010, 0.043, 0.032], [0.028, -0.004, 0.047], [-0.003, 0.001, 0.006], [0.103, 0.021, -0.039], [-0.059, 0.029, -0.081], [-0.010, -0.050, 0.119], [0.111, -0.001, 0.028], [-0.001, -0.003, 0.006], [-0.045, 0.017, 0.025], [-0.038, -0.033, 0.012], [-0.044, 0.025, -0.010], [-0.039, -0.023, -0.022], [-0.003, 0.000, -0.007], [0.067, 0.081, -0.014], [0.037, -0.036, 0.009], [-0.096, -0.011, -0.027], [0.017, 0.102, 0.035], [-0.004, -0.002, 0.006], [-0.043, -0.023, -0.013], [-0.018, -0.044, 0.025], [-0.018, -0.032, -0.035], [0.006, -0.053, 0.004], [0.003, -0.004, -0.004]]}


2.
{"formula": "C4H9NO", "method": "ωB97M-V/def2-TZVPD", "de_lowest_kj_mol": 434.92, "smiles": "C=CC=C.NO", "charge": 0, "species": ["C", "C", "C", "C", "H", "H", "H", "H", "H", "H", "N", "O", "H", "H", "H"], "positions_angstrom": [[0.620329, -1.004753, 1.176082], [1.133097, -0.728484, -0.038571], [1.630760, 0.580852, -0.462402], [1.453543, 1.737212, 0.168879], [0.253348, -0.228637, 1.827803], [0.440520, -2.017358, 1.491455], [1.535002, -1.559075, -0.608768], [2.196005, 0.573797, -1.387169], [1.791615, 2.669115, -0.255578], [0.917033, 1.805710, 1.103261], [-3.011180, -0.485310, -0.487954], [-1.689922, -0.787644, -0.109678], [-3.165083, -0.761315, -1.456178], [-3.185124, 0.510225, -0.361127], [-0.919943, -0.304334, -0.600055]], "forces_ev_per_a": [[-0.057, 0.228, -1.107], [1.321, -0.658, 1.658], [-0.313, 0.390, -0.291], [-0.189, 0.044, -0.145], [0.128, 0.131, 0.195], [-0.062, -0.174, -0.024], [-0.382, -0.095, -0.201], [-0.045, 0.087, -0.088], [0.227, 0.042, 0.002], [-0.093, -0.019, 0.106], [-0.061, 0.209, -0.192], [1.563, 0.563, -0.576], [0.153, 0.226, 0.137], [0.135, -0.171, -0.211], [-2.325, -0.804, 0.738]]}


3.
{"formula": "C5H4S2", "method": "ωB97M-V/def2-TZVPD", "de_lowest_kj_mol": 211.01, "smiles": "C#CC1=CSCS1", "charge": 0, "species": ["C", "C", "C", "C", "S", "C", "S", "H", "H", "H", "H"], "positions_angstrom": [[2.978519, 0.311646, -0.778529], [1.793402, 0.043542, -0.553179], [0.416606, -0.087004, -0.144589], [-0.008064, 0.731656, 0.870832], [-1.759622, 0.659118, 1.117556], [-2.098261, -0.628730, -0.039504], [-0.679119, -0.894340, -1.176629], [4.139187, 0.303089, -0.942987], [0.555933, 1.426704, 1.461197], [-2.241158, -1.453066, 0.605295], [-3.097422, -0.412615, -0.419463]], "forces_ev_per_a": [[0.094, -1.176, 0.093], [2.741, 0.643, -0.309], [1.746, 2.592, 1.513], [-1.323, -1.926, -1.409], [0.810, 1.813, 0.725], [-0.190, -0.140, 0.046], [-1.535, -0.444, -0.339], [-3.195, 0.199, 0.376], [0.356, -0.064, 0.019], [0.099, -1.512, 0.173], [0.397, 0.013, -0.888]]}


4.
{"formula": "C5H6O", "method": "ωB97M-V/def2-TZVPD", "de_lowest_kj_mol": 27.58, "smiles": "Cc1ccoc1", "charge": 0, "species": ["C", "C", "C", "C", "O", "C", "H", "H", "H", "H", "H", "H"], "positions_angstrom": [[0.251544, 0.871780, 1.510683], [0.026000, 0.052542, 0.275440], [0.029244, 0.522265, -1.084311], [-0.211557, -0.558940, -1.864740], [-0.367284, -1.669648, -1.106021], [-0.221046, -1.279723, 0.186852], [1.315566, 0.954335, 1.757202], [-0.254991, 0.441521, 2.379629], [-0.133857, 1.886570, 1.369184], [0.186878, 1.539451, -1.419450], [-0.302927, -0.701323, -2.931671], [-0.317569, -2.058832, 0.927202]], "forces_ev_per_a": [[-0.022, 0.056, 0.055], [-0.058, -0.191, -0.049], [0.008, -0.062, -0.075], [0.027, 0.160, -0.068], [0.019, 0.033, -0.023], [0.043, 0.175, 0.202], [-0.118, -0.003, -0.083], [0.066, 0.020, -0.138], [0.052, -0.143, 0.045], [-0.024, -0.177, 0.033], [0.015, 0.048, 0.165], [-0.006, 0.084, -0.063]]}


5.
{"formula": "C4H5NO", "method": "ωB97M-V/def2-TZVPD", "de_lowest_kj_mol": 333.80, "smiles": "C#C/C(C)=N/O", "charge": 0, "species": ["C", "C", "C", "C", "N", "O", "H", "H", "H", "H", "H"], "positions_angstrom": [[2.636658, -0.398256, -0.208603], [1.449420, -0.201555, -0.178517], [0.047412, 0.119618, -0.099364], [-0.946137, -0.945982, 0.261501], [-0.208986, 1.362742, -0.283488], [-1.553158, 1.649375, -0.172937], [3.693524, -0.545629, -0.200765], [-1.184887, -1.578305, -0.598153], [-0.514953, -1.584450, 1.034976], [-1.868168, -0.492221, 0.623781], [-1.550730, 2.614668, -0.178428]], "forces_ev_per_a": [[-0.432, 0.005, 0.085], [0.522, 0.037, -0.053], [-0.012, 0.324, 0.033], [-0.042, 0.016, 0.048], [0.351, -0.443, 0.025], [-0.231, 0.208, 0.083], [-0.169, -0.043, -0.061], [0.080, 0.094, 0.022], [-0.060, 0.026, -0.070], [0.104, -0.080, -0.028], [-0.110, -0.144, -0.085]]}


6.
{"formula": "C4H5FN2", "method": "ωB97M-V/def2-TZVPD", "de_lowest_kj_mol": 373.89, "smiles": "C=N/C=C\\N=C/F", "charge": 0, "species": ["C", "N", "C", "C", "N", "C", "F", "H", "H", "H", "H", "H"], "positions_angstrom": [[-1.364567, -0.488335, -0.364116], [-0.437961, -1.405821, -0.300667], [0.912892, -1.218767, -0.123541], [1.308028, -0.226704, 0.690194], [0.609331, 0.871639, 0.926382], [-0.116715, 1.489486, 0.057514], [0.126489, 1.582282, -1.273591], [-2.367683, -0.918091, 0.205701], [-1.529129, 0.359633, -1.118749], [1.575686, -2.022150, -0.236640], [2.166011, -0.228290, 1.266005], [-0.882382, 2.205118, 0.271507]], "forces_ev_per_a": [[-2.590, -2.366, 0.243], [-0.043, 1.267, 0.174], [-1.491, 0.306, -0.208], [0.518, 1.042, -1.594], [-2.887, 2.402, -0.442], [0.986, -0.643, 1.042], [0.580, -0.499, -0.110], [2.121, 1.495, -1.840], [0.631, -1.267, 1.442], [0.391, -1.384, -0.250], [1.848, -0.818, 0.916], [-0.063, 0.466, 0.626]]}


In order of appearance, gap between HOMO and LUMO = 5.5, 9.5, 8.2, 9.7, 10.2, 8.6 eV.
In order of appearance, total energy = -5325.75254, -287.66680, -989.18463, -269.33574, -285.28745, -364.66092 hartree.